(1)
Density functional theory data (the ωB97M-V functional and the def2-TZVPD basis) for a molecular structure, C22H26BaN2O13.

Geometry as ORCA input:
```
! RIJCOSX wB97M-V def2-TZVPD def2/J DEFGRID3
* xyz -2 1
Ba 0.327 0.088 -1.198
O 4.185 1.692 -0.510
C 3.423 0.736 -0.369
O 2.324 0.719 0.291
C 3.890 -0.587 -1.011
C 3.257 -1.861 -0.445
C 4.136 -3.076 -0.785
C 3.808 -3.286 -2.291
C 2.857 -2.109 -2.544
O 2.117 -2.077 -1.307
C 3.673 -0.803 -2.550
C 3.042 0.303 -3.426
O 3.748 0.738 -4.338
O 1.835 0.621 -3.168
H 4.965 -0.594 -0.825
H 2.913 -1.794 0.584
H 3.834 -3.939 -0.191
H 5.191 -2.880 -0.596
H 3.294 -4.235 -2.451
H 4.684 -3.251 -2.938
H 2.158 -2.224 -3.370
H 4.643 -0.993 -3.007
O -1.263 -1.626 -2.879
C -2.467 -1.797 -2.822
C -3.387 -1.645 -1.708
C -4.721 -1.885 -2.021
C -5.722 -1.815 -1.078
C -5.398 -1.497 0.265
C -4.109 -1.269 0.609
C -3.009 -1.314 -0.340
O -1.848 -1.086 0.044
N -7.075 -2.077 -1.448
O -7.334 -2.353 -2.616
O -7.941 -2.014 -0.578
H -2.991 -2.134 -3.743
H -4.991 -2.136 -3.040
H -6.194 -1.440 0.993
H -3.837 -1.017 1.626
C -0.969 4.812 1.553
C -0.358 3.817 0.579
C 0.697 4.488 -0.295
O 0.261 2.821 1.399
C -1.449 3.232 -0.373
O -2.393 3.968 -0.673
O -1.233 2.054 -0.796
H -0.178 5.310 2.120
H -1.621 4.286 2.254
H -1.565 5.543 1.012
H 1.485 4.912 0.333
H 0.241 5.279 -0.893
H 1.156 3.764 -0.972
H 0.913 2.313 0.893
C -0.375 1.161 4.043
N 0.296 -0.116 3.944
C 0.721 -0.759 5.160
C 0.454 -0.737 2.748
O 0.980 -1.823 2.591
H -1.329 1.062 4.571
H -0.544 1.571 3.049
H 0.252 1.872 4.588
H -0.137 -1.056 5.773
H 1.344 -0.078 5.747
H 1.294 -1.645 4.899
H 0.042 -0.134 1.928
*
```

The total energy is -1967.2892 Eh. The calculation puts the molar mass at 663.779 g mol⁻¹. For the energy above the lowest of the compared OMol25 structures with the same formula, charge and spin, the calculation gives 15.10 kcal per mole. Its frontier orbital gap is 7.61 eV.


(2)
Density functional theory data (the ωB97M-V functional and the def2-TZVPD basis) for 6 unconnected molecules or ions with the total composition C22H26Br4N2O10 in a non-equilibrium geometry.

Geometry as ORCA input:
```
! RIJCOSX wB97M-V def2-TZVPD def2/J DEFGRID3
* xyz 0 1
O 1.050 1.331 0.354
N 2.027 0.870 0.894
O 2.080 -0.270 1.290
C 3.254 1.710 1.019
C 3.202 3.089 0.791
C 4.394 3.777 0.986
C 5.577 3.154 1.395
C 5.590 1.775 1.573
C 4.423 1.088 1.405
H 2.262 3.608 0.627
H 4.414 4.819 0.709
H 6.429 3.796 1.593
H 6.485 1.342 1.996
H 4.297 0.055 1.550
O 0.751 -2.459 -1.966
N -0.021 -3.166 -1.312
O 0.080 -4.327 -1.138
C -1.221 -2.543 -0.689
C -2.205 -3.324 -0.076
C -3.291 -2.665 0.477
C -3.411 -1.276 0.371
C -2.469 -0.493 -0.220
C -1.370 -1.128 -0.785
H -2.187 -4.377 0.089
H -4.114 -3.144 1.011
H -4.253 -0.816 0.929
H -2.541 0.577 -0.261
H -0.603 -0.602 -1.277
O 0.845 3.088 3.226
C -0.204 2.586 3.021
O -1.250 3.047 2.302
C -2.344 2.118 2.440
C -1.660 0.855 2.811
O -0.552 1.356 3.563
H -2.912 2.479 3.285
H -2.986 2.073 1.549
H -1.319 0.274 1.962
H -2.239 0.189 3.404
O -5.458 1.506 3.344
C -5.839 1.941 2.306
O -5.586 3.231 1.869
C -6.287 3.401 0.631
C -6.706 2.032 0.231
O -6.489 1.237 1.349
H -7.100 4.084 0.803
H -5.643 3.813 -0.165
H -6.104 1.682 -0.587
H -7.748 1.895 -0.193
Br 1.581 -5.968 -5.058
C 2.426 -5.750 -3.284
C 3.734 -5.011 -3.426
Br 4.839 -5.046 -1.729
H 2.588 -6.790 -2.968
H 1.727 -5.168 -2.720
H 3.562 -3.969 -3.624
H 4.436 -5.420 -4.116
Br 5.044 -1.095 -2.793
C 3.451 -0.193 -2.167
C 2.308 0.130 -3.097
Br 2.833 1.367 -4.437
H 3.836 0.712 -1.695
H 3.082 -0.766 -1.316
H 1.485 0.454 -2.463
H 2.018 -0.774 -3.593
*
```

The total energy is -12011.7032 Eh. The SMILES is O=[N+]([O-])c1ccccc1.O=[N+]([O-])c1ccccc1.O=C1OCCO1.O=C1OCCO1.BrCCBr.BrCCBr. The calculation puts the molar mass at 798.070 g mol⁻¹. Its frontier orbital gap is 8.99 eV.


(3)
Density functional theory data (the ωB97M-V functional and the def2-TZVPD basis) for a molecular structure, C22H26CeN3O2P in a non-equilibrium geometry.

Geometry as ORCA input:
```
! RIJCOSX wB97M-V def2-TZVPD def2/J DEFGRID3
* xyz 4 1
N -1.381 4.496 0.218
C -0.675 5.421 0.116
C 0.405 6.373 -0.079
H 0.024 7.401 -0.192
H 0.973 6.108 -0.983
H 1.104 6.325 0.770
N 3.197 -2.449 -1.359
C 4.205 -2.890 -0.972
C 5.444 -3.525 -0.630
H 6.230 -3.111 -1.270
H 5.341 -4.600 -0.829
H 5.675 -3.358 0.427
N -4.601 -0.797 0.403
C -5.152 -1.801 0.175
C -5.701 -3.134 -0.080
H -5.258 -3.851 0.640
H -5.458 -3.464 -1.105
H -6.801 -3.124 0.031
Ce -0.054 0.016 -1.568
C -0.061 -1.709 0.838
O 0.172 -2.418 1.715
C 1.779 0.891 0.515
O 2.490 1.057 1.415
C 0.422 1.337 -3.340
C -0.963 1.413 -3.032
C -1.736 0.218 -3.009
C -1.121 -1.027 -3.296
C 0.269 -1.089 -3.576
C 1.029 0.094 -3.603
H 1.036 2.241 -3.294
H -1.394 2.333 -2.621
H -2.754 0.244 -2.602
H -1.691 -1.944 -3.219
H 0.722 -2.053 -3.735
H 2.103 0.059 -3.793
C -3.289 1.183 2.279
P -1.477 0.916 2.165
C -1.043 2.567 2.882
C -1.204 -0.069 3.713
C -2.243 -0.636 4.471
C -1.965 -1.233 5.705
C -0.647 -1.325 6.166
C 0.390 -0.812 5.388
C 0.123 -0.203 4.164
H -3.565 1.902 1.497
H -3.507 1.624 3.261
H -3.885 0.278 2.088
H -1.600 2.699 3.823
H 0.032 2.632 3.093
H -1.317 3.348 2.156
H -3.284 -0.607 4.135
H -2.773 -1.622 6.320
H -0.429 -1.793 7.126
H 1.419 -0.891 5.743
H 0.959 0.184 3.574
*
```

The total energy is -1983.2552 Eh. The calculation puts the molar mass at 535.559 g mol⁻¹. Its frontier orbital gap (spin up / spin down) is 2.42 / 2.34 eV.


(4)
Density functional theory data (the ωB97M-V functional and the def2-TZVPD basis) for C22H26Cl2N4S in the gas phase.

Geometry as ORCA input:
```
! RIJCOSX wB97M-V def2-TZVPD def2/J DEFGRID3
* xyz 0 1
C -4.645 -1.190 1.492
N -4.325 -1.463 0.106
C -4.730 -2.804 -0.263
C -2.918 -1.223 -0.162
C -2.623 -1.150 -1.662
C -1.332 -0.384 -1.932
N -1.514 1.010 -1.598
C -0.579 1.979 -1.570
S -1.057 3.521 -1.194
N 0.691 1.653 -1.903
C 1.799 2.537 -1.632
C 2.555 2.162 -0.340
C 3.516 1.006 -0.470
C 3.655 0.238 -1.620
C 4.532 -0.831 -1.687
C 5.298 -1.151 -0.579
Cl 6.390 -2.486 -0.640
C 5.199 -0.402 0.582
C 4.317 0.664 0.622
Cl 4.230 1.581 2.081
C 1.539 1.905 0.741
C 0.917 2.875 1.473
N -0.012 2.320 2.300
C -0.019 0.970 2.118
C -0.776 -0.014 2.741
C -0.551 -1.323 2.376
C 0.399 -1.647 1.404
C 1.148 -0.677 0.776
C 0.954 0.661 1.131
H -4.393 -0.156 1.721
H -5.714 -1.330 1.643
H -4.103 -1.846 2.191
H -4.171 -3.579 0.285
H -4.578 -2.951 -1.330
H -5.790 -2.925 -0.049
H -2.658 -0.263 0.291
H -2.274 -1.989 0.303
H -3.455 -0.651 -2.162
H -2.527 -2.152 -2.082
H -1.053 -0.487 -2.991
H -0.529 -0.807 -1.313
H -2.460 1.330 -1.458
H 0.911 0.669 -1.935
H 1.368 3.533 -1.506
H 2.475 2.556 -2.491
H 3.141 3.041 -0.047
H 3.072 0.468 -2.498
H 4.618 -1.411 -2.591
H 5.799 -0.642 1.444
H 1.073 3.936 1.451
H -0.624 2.833 2.910
H -1.510 0.242 3.491
H -1.112 -2.115 2.850
H 0.550 -2.685 1.144
H 1.886 -0.955 0.037
*
```

The total energy is -2391.5613 Eh. The SMILES is CN(C)CCCNC(=S)NC[C@H](c1ccc(Cl)cc1Cl)c1c[nH]c2ccccc12. The calculation puts the molar mass at 449.451 g mol⁻¹. Its frontier orbital gap is 8.21 eV.